Entry 1:
{
  "formula": "H30O15",
  "method": "ωB97M-V/def2-TZVPD",
  "de_lowest_ev": 9.646,
  "max_force_ev_per_a": 14.88,
  "multiplicity": 1,
  "homo_energy_ev": -9.405,
  "total_energy_ha": -1146.2856,
  "homo_lumo_gap_ha": 0.321,
  "symbols": ["O", "H", "H", "O", "H", "H", "O", "H", "H", "O", "H", "H", "O", "H", "H", "O", "H", "H", "O", "H", "H", "O", "H", "H", "O", "H", "H", "O", "H", "H", "O", "H", "H", "O", "H", "H", "O", "H", "H", "O", "H", "H", "O", "H", "H"],
  "coordinates": [[18.637115, -13.979117, 47.077844], [18.785633, -13.371162, 46.301152], [19.301096, -14.668768, 46.886937], [21.433737, -15.346464, 45.084992], [20.797980, -14.703760, 45.030896], [22.228503, -14.936609, 45.422648], [18.775210, -15.944864, 43.744502], [19.236503, -16.297262, 44.541141], [18.323023, -16.736772, 43.480116], [20.487875, -13.355214, 44.872391], [21.192312, -12.997536, 45.511888], [20.257747, -12.571463, 44.351243], [23.112271, -17.497924, 46.462894], [23.734836, -17.852903, 45.976792], [22.970273, -18.417780, 46.951811], [23.268447, -14.161276, 45.378908], [23.691570, -14.602379, 46.256914], [24.021164, -14.068303, 44.880287], [19.151339, -16.689059, 46.407229], [20.029156, -16.941447, 46.776191], [18.551348, -17.372339, 46.473151], [23.965078, -15.477248, 47.926387], [24.015330, -15.668995, 48.989298], [23.750030, -16.293474, 47.419122], [21.344530, -17.657617, 47.732745], [21.698266, -17.401334, 48.664810], [21.891099, -17.334609, 47.212448], [22.463804, -13.960342, 42.378691], [23.180800, -14.512607, 42.205794], [21.984486, -14.703428, 42.594357], [19.742755, -15.360990, 41.617892], [20.020827, -16.276356, 41.499922], [19.604264, -15.256204, 42.553150], [21.436406, -11.954084, 46.171202], [22.373995, -12.277819, 46.593929], [20.727364, -11.720842, 46.803426], [17.695921, -13.110601, 44.101557], [18.352235, -13.796247, 43.855968], [16.953258, -13.249934, 43.596317], [23.745069, -12.107108, 47.307613], [24.356706, -11.510696, 47.155352], [23.747143, -12.573294, 46.395768], [21.537081, -18.272667, 44.103796], [21.559668, -18.681461, 45.031614], [21.269682, -17.169545, 44.119453]],
  "forces_ev_per_angstrom": [[0.90, 0.89, -1.00], [-0.45, -0.93, 0.95], [-0.71, 0.18, 0.17], [0.88, -7.45, 0.44], [-2.66, 2.24, -0.76], [-1.03, -0.72, -0.77], [0.28, -0.62, 2.01], [-0.28, 0.80, 0.19], [-0.64, -0.36, -0.74], [-2.49, 0.68, -2.48], [-1.45, -0.22, -1.06], [-0.03, -0.44, 0.10], [-1.94, -1.92, 3.77], [5.52, -1.63, -5.33], [-0.14, 2.70, -0.71], [2.82, 0.64, 5.86], [-1.28, 1.43, -1.95], [2.66, 0.38, -2.74], [2.60, 2.27, -0.50], [-1.11, -0.16, -0.11], [-1.76, -2.36, 0.56], [0.29, -0.40, 3.43], [-0.23, 0.60, -4.39], [0.12, 0.08, 0.98], [-8.22, -4.30, 11.64], [-1.39, -0.62, -2.40], [6.56, 5.30, -7.19], [0.63, 2.68, -0.21], [3.24, -0.48, -1.14], [-3.73, -2.03, 1.32], [0.91, 0.25, -2.16], [-0.10, 0.18, 0.10], [-0.20, -0.26, 0.60], [3.98, 1.91, 3.26], [-3.96, 2.34, 0.03], [0.98, -0.50, 0.00], [3.25, 0.34, 1.61], [-0.77, 0.36, 0.28], [-2.54, -0.63, -1.83], [-3.82, -5.99, -1.15], [4.75, 5.26, -0.69], [0.56, 0.29, 1.90], [-0.88, 2.86, 1.03], [-0.44, 1.72, -2.03], [1.32, -4.33, 1.06]],
  "mulliken_charge": [-0.69, 0.32, 0.36, -0.31, 0.30, 0.24, -0.60, 0.27, 0.30, -0.56, 0.39, 0.19, -0.63, 0.17, 0.34, -0.67, 0.46, 0.24, -0.60, 0.37, 0.21, -0.77, 0.32, 0.44, -0.74, 0.30, 0.50, -0.55, 0.26, 0.24, -0.70, 0.29, 0.38, -0.69, 0.31, 0.31, -0.63, 0.38, 0.24, -0.57, 0.31, 0.39, -0.69, 0.28, 0.32]
}


Entry 2:
{
  "formula": "C24H42O12",
  "method": "ωB97M-V/def2-TZVPD",
  "de_lowest_ev": 3.171,
  "max_force_ev_per_a": 7.87,
  "multiplicity": 1,
  "smiles": "C[C@H]1COC(=O)O1.C[C@H]1COC(=O)O1.C[C@H]1COC(=O)O1.C1CCOC1.C1CCOC1.C1CCOC1",
  "homo_energy_ev": -9.799,
  "total_energy_ha": -1842.4267,
  "homo_lumo_gap_ha": 0.358,
  "symbols": ["C", "C", "C", "O", "C", "O", "O", "H", "H", "H", "H", "H", "H", "C", "C", "C", "O", "C", "O", "O", "H", "H", "H", "H", "H", "H", "C", "C", "C", "O", "C", "O", "O", "H", "H", "H", "H", "H", "H", "C", "C", "C", "O", "C", "H", "H", "H", "H", "H", "H", "H", "H", "C", "C", "C", "O", "C", "H", "H", "H", "H", "H", "H", "H", "H", "C", "C", "C", "O", "C", "H", "H", "H", "H", "H", "H", "H", "H"],
  "coordinates": [[1.281374, -4.630652, -0.243660], [1.379154, -6.088382, -0.849800], [0.448864, -6.447802, -2.001530], [1.328704, -7.044992, -2.948120], [2.597734, -6.831252, -2.659770], [3.537764, -7.047392, -3.403260], [2.633364, -6.127242, -1.490940], [0.273374, -4.468842, 0.138240], [1.492044, -3.820682, -0.941990], [2.009584, -4.520122, 0.559830], [1.185194, -6.827632, -0.072630], [0.041094, -5.532012, -2.429500], [-0.348246, -7.034742, -1.545210], [1.399654, 4.455768, -3.822320], [1.534584, 4.494768, -2.282450], [3.014614, 4.555418, -1.738350], [3.194544, 5.986198, -1.561380], [1.955704, 6.504778, -1.363890], [1.766204, 7.631538, -0.912860], [1.007124, 5.716038, -1.864060], [1.836064, 5.329368, -4.306560], [0.367054, 4.315028, -4.141740], [1.981804, 3.550958, -3.997000], [0.905654, 3.735988, -1.816830], [3.670044, 4.152688, -2.510570], [2.989754, 3.928278, -0.847180], [-1.451106, 5.532218, 1.818070], [-1.149596, 5.568908, 3.308470], [-0.502616, 4.374258, 3.976140], [0.281224, 4.992578, 4.888180], [0.367294, 6.241688, 4.637280], [0.885374, 7.021678, 5.488510], [-0.104886, 6.503628, 3.428340], [-1.917866, 6.460758, 1.489370], [-1.933576, 4.571358, 1.638990], [-0.530096, 5.423588, 1.245310], [-1.924266, 5.931728, 3.984000], [0.140074, 3.787798, 3.319540], [-1.218886, 3.621308, 4.304970], [0.551404, -2.733352, -5.550720], [-0.732006, -2.238352, -4.970430], [-0.902466, -3.176312, -3.785410], [0.377894, -3.496582, -3.325720], [1.409664, -2.996542, -4.274370], [1.037774, -2.118162, -6.307740], [0.336354, -3.682982, -6.040680], [-1.586936, -2.374602, -5.632720], [-0.512176, -1.224112, -4.637130], [-1.356566, -4.121992, -4.081320], [-1.550526, -2.673372, -3.067650], [2.171554, -3.738382, -4.513730], [1.755554, -2.055642, -3.846390], [0.271614, -0.682052, -0.812820], [0.812154, 0.726858, -0.605180], [-0.130066, 1.212728, 0.505920], [-0.338176, 0.038298, 1.355130], [0.150494, -1.166592, 0.754980], [0.999414, -1.264062, -1.378220], [-0.665946, -0.707212, -1.368200], [0.816344, 1.387358, -1.472250], [1.852834, 0.735438, -0.281140], [-0.970616, 1.591158, -0.075770], [0.281894, 2.028178, 1.100420], [-0.515456, -2.013742, 0.919140], [1.125134, -1.296902, 1.225310], [-2.692666, -0.955892, 4.303360], [-2.001376, -1.953722, 5.225020], [-3.077616, -2.316792, 6.231840], [-4.147656, -2.523462, 5.318330], [-4.143026, -1.546552, 4.379760], [-2.363386, -1.059842, 3.269500], [-2.660036, 0.022138, 4.783460], [-1.156886, -1.407202, 5.644850], [-1.538176, -2.857122, 4.828280], [-3.357296, -1.589052, 6.993600], [-2.664406, -3.164192, 6.778900], [-4.846736, -0.732942, 4.555670], [-4.463756, -1.841012, 3.380500]],
  "forces_ev_per_angstrom": [[-0.28, -1.11, -0.21], [-0.40, 2.34, -0.05], [-0.15, 1.55, 0.85], [-1.66, -1.43, -0.73], [1.58, 1.28, -0.80], [-1.77, 0.13, 1.85], [1.88, -1.06, 0.21], [-0.01, -0.01, 0.21], [-0.07, -0.45, -0.45], [-0.14, -0.23, 0.15], [0.99, -0.12, 0.27], [-0.05, -0.20, -0.26], [0.07, -0.73, -1.01], [0.56, -1.04, 1.31], [0.24, 0.32, -1.34], [-1.91, -0.11, -1.38], [-0.23, -1.70, 0.67], [0.00, 4.00, 0.55], [0.37, -3.01, -0.99], [-0.68, 1.06, 1.31], [0.10, -0.11, 0.14], [0.10, 0.04, 0.08], [-0.07, -0.06, -1.07], [0.36, -0.32, -0.06], [0.35, 0.30, 0.37], [0.79, 0.61, 0.43], [0.15, -0.99, 0.63], [-0.08, -0.19, -1.65], [-1.22, -1.93, -2.90], [0.51, -2.64, 3.25], [3.71, 5.61, 4.09], [-1.93, -2.33, -3.77], [0.52, 1.77, 0.51], [-0.45, -0.48, -0.06], [-0.94, 0.42, -0.43], [0.33, 0.26, 0.32], [-0.69, -0.10, -0.41], [0.17, 0.16, -0.54], [-0.06, 0.41, 0.94], [0.93, -0.85, -0.06], [0.06, -0.24, -0.01], [-0.52, 0.29, -0.68], [2.00, 0.21, 0.18], [-2.34, 0.04, -0.67], [-0.02, 0.28, 0.24], [0.28, -0.27, 0.00], [0.04, 0.68, -0.07], [-0.81, 0.25, 0.04], [-0.47, 0.02, -0.19], [0.26, -0.26, 0.62], [0.04, 0.05, 0.73], [0.56, -0.13, -0.13], [1.37, -1.06, 1.39], [-0.08, 0.29, 0.56], [1.15, -0.89, -0.46], [-1.03, 1.27, -0.10], [0.12, 2.10, -2.46], [-0.11, -0.33, 0.06], [-0.19, 0.02, 0.38], [-0.45, -0.13, -0.19], [0.07, -0.41, 0.22], [-0.93, -0.30, 0.76], [-0.07, -0.14, 0.21], [-0.06, 0.22, 0.04], [0.19, -0.69, -0.44], [-1.07, -1.90, -0.10], [1.63, 1.68, 1.00], [1.00, 0.12, -0.81], [-1.01, -2.37, 1.72], [0.38, 2.70, -1.85], [0.33, 0.84, 0.17], [0.23, 0.11, -0.60], [0.17, -0.14, 0.49], [-0.55, 0.00, -0.52], [0.15, 0.52, -0.18], [-1.09, -0.70, -0.17], [-0.26, 0.20, 0.76], [0.11, -1.02, 0.08]],
  "mulliken_charge": [-1.20, 0.32, 0.25, -0.37, 0.65, -0.57, -0.40, 0.37, 0.09, 0.45, 0.33, -0.31, 0.38, -1.30, 0.63, -0.28, -0.34, 0.63, -0.57, -0.38, 0.32, 0.36, 0.37, -0.05, 0.35, 0.26, -1.23, 0.39, -0.29, -0.29, 0.62, -0.63, -0.30, 0.36, 0.36, 0.22, 0.31, 0.17, 0.30, -0.72, -0.52, -0.52, -0.19, -0.43, 0.39, 0.30, 0.34, 0.24, 0.36, 0.25, 0.29, 0.26, -0.06, -0.61, -0.22, -0.39, -0.39, -0.01, 0.16, 0.28, 0.25, 0.25, 0.18, 0.23, 0.32, -0.02, -0.63, -0.45, -0.40, -0.59, -0.06, 0.25, 0.36, 0.27, 0.28, 0.33, 0.29, 0.37]
}


Q: multiplicity of number 2 (C24H42O12)?
A: 1


Q: What is the multiplicity in the second record?
A: 1


Q: Which formula does entry 1 have?
A: H30O15